[1]
Computed, not measured: a structure of composition C22H52NbO10 at a distorted geometry, with wB97M-V/def2-TZVPD.

Atoms and positions in Å:
C  -7.03348  -1.81115  0.89240
C  -6.57025  -1.84966  -0.23234
Nb  -5.49371  -1.87584  -2.22066
C  -3.87287  -0.42510  -1.56492
C  -2.68523  -1.24586  -1.04908
C  -1.67504  -0.41581  -0.20918
C  -1.90249  -0.56195  1.26837
O  -2.22156  0.31175  2.03179
O  -1.70670  -1.84428  1.69572
H  -7.37368  -1.72812  1.90445
H  -6.53563  -0.54342  -2.97889
H  -4.47191  -1.99211  -3.71819
H  -4.69465  -3.48048  -1.73571
H  -6.73921  -2.89644  -3.10871
H  -4.33699  0.12380  -0.72897
H  -3.54509  0.28851  -2.32826
H  -2.16021  -1.70716  -1.88976
H  -3.04218  -2.07573  -0.42576
H  -0.65032  -0.74269  -0.42402
H  -1.76830  0.64783  -0.44465
H  -2.35995  -2.02481  2.38304
C  -6.01661  4.00486  1.54940
O  -6.50828  4.57885  0.35319
C  -5.95683  3.98940  -0.81533
C  -6.89022  2.97996  -1.44564
O  -7.08229  1.86485  -0.60655
C  -8.31573  1.83335  0.07001
H  -6.62188  4.39587  2.36668
H  -6.09126  2.91527  1.53421
H  -4.97041  4.28405  1.71942
H  -5.00558  3.49962  -0.57981
H  -5.75878  4.79455  -1.52978
H  -6.43993  2.61774  -2.37583
H  -7.84851  3.45322  -1.69149
H  -9.13969  1.62915  -0.62412
H  -8.51509  2.77322  0.59705
H  -8.25923  1.01557  0.78592
C  -0.31180  -3.83046  -4.61176
O  -0.38759  -2.90383  -3.55262
C  0.55322  -3.10393  -2.51715
C  1.69342  -2.11370  -2.60473
O  2.48689  -2.31834  -3.76664
C  2.19086  -1.41394  -4.81008
H  -0.97180  -3.46897  -5.39799
H  0.70781  -3.91598  -5.00255
H  -0.65841  -4.82030  -4.29428
H  0.94192  -4.12835  -2.53301
H  0.03018  -2.95534  -1.56588
H  2.34305  -2.23249  -1.73381
H  1.29955  -1.09240  -2.59019
H  2.53727  -0.40209  -4.56515
H  1.11933  -1.37805  -5.02199
H  2.72009  -1.75860  -5.69781
C  3.06605  2.43360  2.01382
O  4.05165  2.50253  1.00131
C  4.61295  1.24310  0.66994
C  4.02402  0.67801  -0.60306
O  2.65363  0.36222  -0.44870
C  1.78622  1.32775  -1.01515
H  2.58591  3.40922  2.06455
H  2.31119  1.67484  1.79454
H  3.51903  2.21259  2.98789
H  4.47282  0.53192  1.49094
H  5.68918  1.38615  0.53359
H  4.55113  -0.24826  -0.85461
H  4.16593  1.38482  -1.42820
H  1.82432  1.29578  -2.11059
H  2.03774  2.33767  -0.68104
H  0.77688  1.08780  -0.69459
C  9.45744  0.28536  4.56287
O  8.43132  -0.00653  5.48991
C  7.20145  0.63529  5.19873
C  6.21422  -0.30151  4.53957
O  6.65028  -0.70729  3.25472
C  7.19504  -2.01136  3.21910
H  10.28749  -0.38487  4.78031
H  9.12803  0.12664  3.53283
H  9.80237  1.32000  4.67010
H  7.36721  1.50620  4.55518
H  6.77915  0.98755  6.14432
H  5.26063  0.22152  4.41673
H  6.04259  -1.17362  5.17942
H  6.41370  -2.76766  3.35063
H  7.95899  -2.15007  3.98892
H  7.64724  -2.14343  2.23761

## Properties
total charge: -1
HOMO energy: -4.78 eV
2S+1: 1
relative energy (zero: lowest compared OMol25 entry of this formula, charge and spin): 0.000 eV

[2]
Computed, not measured: a structure of composition C4H15O9PPd at a distorted geometry, with wB97M-V/def2-TZVPD.

Atoms and positions in Å:
Pd  -0.62837  0.15367  0.15600
O  -0.65443  1.39414  1.90383
H  -0.01146  1.98896  2.31125
P  -3.37955  0.52474  -0.29152
O  -3.97725  0.90693  1.05631
O  -4.32007  0.64878  -1.45809
O  -2.58484  -0.87159  -0.23853
O  -2.12835  1.52037  -0.49326
C  2.64660  0.46101  0.11708
C  2.16056  1.89739  0.12063
O  0.89393  1.99371  -0.49509
O  1.73429  -0.42784  0.76305
H  3.60038  0.45019  0.66075
H  2.75878  0.11627  -0.91720
H  2.90399  2.44615  -0.48349
H  2.12634  2.33515  1.12192
H  0.78125  2.80443  -0.99479
H  2.25661  -1.16099  1.09618
C  -0.73065  -2.55274  2.53181
O  -0.77306  -2.06962  1.23699
H  -1.21476  -1.87467  3.24754
H  -1.18854  -3.55227  2.65355
H  0.31273  -2.67025  2.85406
H  -1.66816  -2.05228  0.82334
C  0.19802  -0.06930  -3.04928
O  0.11726  -0.95313  -1.93577
H  1.24980  0.10803  -3.32574
H  -0.26067  -0.48800  -3.95127
H  -0.30870  0.84580  -2.75485
H  0.08833  -1.85303  -2.26538

## Properties
total charge: -2
HOMO energy (spin up / spin down): 1.02 / 1.11 eV
2S+1: 3
relative energy (zero: lowest compared OMol25 entry of this formula, charge and spin): 0.000 eV

[3]
Computed, not measured: a structure of composition C2H8NS2 at a distorted geometry, with wB97M-V/def2-TZVPD.

Atoms and positions in Å:
C  -1.31730  -0.53860  0.79522
N  -1.04347  -1.36723  1.94452
H  -1.84665  0.37827  1.03906
H  -1.79679  -1.19009  0.09037
H  -0.05759  -1.50524  2.15686
H  -1.26343  -1.37325  2.93556
C  1.11263  -0.04191  -2.54492
S  -0.09789  0.29071  -1.30852
S  0.63290  0.75461  1.10449
H  0.54725  -0.68806  -3.30817
H  1.49119  0.72990  -3.19314
H  1.72419  -0.84597  -2.15079
H  0.93965  -0.00635  2.14647

## Properties
HOMO energy (spin up / spin down): -7.82 / -8.31 eV
2S+1: 2
relative energy (zero: lowest compared OMol25 entry of this formula, charge and spin): 3.889 eV

[4]
Computed, not measured: a structure of composition C34H24ClN7O5RuS, with wB97M-V/def2-TZVPD.

Atoms and positions in Å:
Ru  -0.00707  -0.89716  -0.11423
Cl  -3.95275  -2.36310  -6.00237
C  -2.79416  -1.87508  -4.85503
C  -1.48648  -1.60090  -5.29124
C  -0.57871  -1.22277  -4.34254
C  -0.92333  -1.11358  -2.96617
O  0.00879  -0.77682  -2.15345
C  -2.29936  -1.37282  -2.52718
C  -2.76984  -1.23923  -1.19620
N  -2.02475  -0.87299  -0.13004
C  -2.61670  -0.71600  1.11181
C  -3.93736  -0.42880  1.36363
C  -4.41342  -0.40273  2.69332
C  -3.60198  -0.69682  3.75071
C  -2.23799  -1.01208  3.51977
C  -1.33828  -1.43860  4.52207
C  -0.07152  -1.81194  4.18007
C  0.34221  -1.68946  2.84305
N  -0.44512  -1.23417  1.90046
C  -1.74964  -0.95880  2.20807
C  -3.19208  -1.75735  -3.51680
H  -1.22498  -1.70275  -6.33307
H  0.44975  -1.01320  -4.60503
H  -3.79555  -1.52971  -1.00601
H  -4.61251  -0.22252  0.54419
H  -5.45379  -0.16466  2.87112
H  -3.98720  -0.71248  4.76142
H  -1.67385  -1.49753  5.55018
H  0.62621  -2.18608  4.91527
H  1.34491  -1.96032  2.54805
H  -4.21997  -1.97034  -3.25626
C  3.43182  0.54565  -1.21630
C  3.16814  -0.89648  -0.97899
N  2.02744  -1.42888  -0.58586
C  2.20600  -2.78455  -0.51456
C  3.48604  -3.09051  -0.85583
N  4.07588  -1.88526  -1.13180
C  4.28114  -4.34113  -0.97743
O  3.63711  -5.47518  -0.80059
O  5.45030  -4.25750  -1.26002
C  1.01820  -3.61532  -0.24012
O  1.11521  -4.82992  -0.12363
O  -0.07746  -2.93660  -0.14574
H  2.48053  1.06165  -1.32901
H  4.02158  0.68807  -2.12157
H  3.97262  0.98848  -0.37830
H  5.04096  -1.80771  -1.42220
H  2.66113  -5.33200  -0.63655
N  0.09038  3.51210  0.66175
C  -0.74017  4.15054  -0.21583
C  -0.91400  5.54348  -0.15881
C  -1.74045  6.16273  -1.05958
C  -2.42170  5.42494  -2.04545
C  -2.26349  4.06723  -2.10963
C  -1.41699  3.42051  -1.18985
S  -1.28926  1.72412  -1.26707
N  -0.20622  1.25627  -0.15356
C  0.44132  2.18135  0.68257
C  1.48197  1.75555  1.53757
C  2.17008  2.61033  2.43865
C  3.25091  2.12188  3.12724
C  3.65597  0.79832  2.93184
C  2.89908  0.02001  2.07643
N  1.83298  0.45792  1.41612
H  0.58308  4.10463  1.31065
H  -0.38994  6.11627  0.59684
H  -1.86786  7.23557  -1.01151
H  -3.06953  5.92809  -2.74890
H  -2.78495  3.48367  -2.85871
H  1.86480  3.63387  2.61250
H  3.78656  2.76257  3.81524
H  4.51551  0.38442  3.43795
H  3.17184  -1.01837  1.90449

## Properties
total charge: +1
HOMO energy (spin up / spin down): -8.33 / -10.67 eV
2S+1: 6